No. 1
This record from the OMol25 dataset describes C38H46N11OSSeTeTi as an isolated structure. The level of theory is ωB97M-V/def2-TZVPD.

Last column: Löwdin charge in e.
Element x y z (Å)
Ti 1.24 0.34 1.46  0.871
C 7.48 -0.79 2.21  0.012
C 6.35 -0.20 2.95  -0.311
N 6.43 0.67 3.91  0.146
N 5.14 0.92 4.26  0.043
C 4.25 0.24 3.53  -0.680
S 2.56 0.33 3.71  0.766
N 5.02 -0.49 2.69  -0.076
N 4.51 -1.41 1.79  0.137
H 8.41 -0.45 2.65  0.095
H 7.46 -0.50 1.16  0.091
H 7.45 -1.88 2.25  0.091
H 4.93 1.56 5.00  0.164
H 4.60 -2.35 2.15  0.121
H 4.97 -1.32 0.89  0.084
Se 4.69 0.23 -2.03  0.677
C 3.40 0.24 -0.88  -0.958
N 2.57 0.25 -0.03  -0.056
C 0.52 3.17 0.38  -0.155
N 1.52 2.59 1.37  -0.144
C 2.88 3.04 0.89  -0.172
N 2.99 4.47 0.79  -0.077
C 2.00 4.94 -0.18  -0.145
N 0.64 4.60 0.25  -0.074
C 0.40 5.21 1.56  -0.148
N 1.36 4.74 2.55  -0.077
C 1.27 3.31 2.68  -0.179
C 2.71 5.08 2.09  -0.153
H -0.48 2.92 0.71  0.113
H 0.69 2.69 -0.59  0.132
H 3.06 2.59 -0.08  0.096
H 3.62 2.65 1.60  0.125
H 2.20 4.49 -1.15  0.135
H 2.08 6.03 -0.27  0.133
H -0.61 4.96 1.89  0.128
H 0.47 6.29 1.47  0.133
H 0.28 3.02 3.03  0.117
H 2.01 2.95 3.39  0.082
H 3.44 4.73 2.82  0.131
H 2.80 6.16 2.00  0.133
C 1.11 -4.64 1.65  -0.032
C 0.92 -3.90 2.81  -0.031
C 1.03 -2.53 2.75  -0.130
N 1.32 -1.87 1.62  -0.046
C 1.50 -2.59 0.50  -0.177
C 1.40 -3.96 0.47  -0.049
H 1.02 -5.71 1.66  0.120
H 0.68 -4.38 3.75  0.117
H 0.88 -1.92 3.64  0.088
H 1.66 -2.02 -0.40  0.089
H 1.52 -4.48 -0.47  0.120
C -3.56 2.27 -5.28  -0.045
C -3.13 1.24 -4.28  -0.261
C -1.79 1.05 -3.97  -0.015
C -1.37 0.10 -3.04  -0.313
C 0.10 -0.05 -2.79  -0.093
C -2.35 -0.69 -2.40  -0.405
Te -1.74 -2.19 -1.03  1.448
N -0.38 0.36 0.66  0.017
C -0.96 0.55 1.83  -0.507
O -0.13 0.63 2.85  -0.185
C -2.41 0.75 2.06  -0.154
C -3.30 -0.30 1.92  -0.040
C -4.65 -0.10 2.14  -0.062
C -5.11 1.16 2.50  -0.066
C -4.22 2.22 2.65  -0.062
C -2.86 2.01 2.44  -0.022
C -2.55 -3.86 -2.07  -0.485
C -3.47 -4.65 -1.39  -0.167
C -4.03 -5.77 -1.98  -0.090
C -3.68 -6.09 -3.28  -0.077
C -2.77 -5.30 -3.97  -0.047
C -2.18 -4.18 -3.38  -0.306
C -1.20 -3.37 -4.17  -0.063
C -3.71 -0.50 -2.68  -0.293
C -4.79 -1.31 -2.02  -0.069
C -4.07 0.46 -3.62  -0.011
H -2.70 2.76 -5.74  0.074
H -4.18 3.03 -4.82  0.084
H -4.15 1.82 -6.08  0.084
H -1.04 1.65 -4.47  0.114
H 0.65 0.74 -3.30  0.080
H 0.48 -1.01 -3.15  0.066
H 0.33 0.01 -1.72  0.010
H -2.94 -1.28 1.61  0.056
H -5.34 -0.92 2.03  0.111
H -6.16 1.32 2.67  0.110
H -4.58 3.20 2.93  0.110
H -2.16 2.83 2.58  0.102
H -3.77 -4.37 -0.38  0.086
H -4.74 -6.37 -1.44  0.104
H -4.12 -6.95 -3.77  0.106
H -2.50 -5.56 -4.98  0.112
H -0.88 -3.91 -5.07  0.081
H -0.31 -3.14 -3.58  0.051
H -1.62 -2.41 -4.48  0.083
H -4.59 -1.45 -0.96  0.042
H -4.87 -2.30 -2.47  0.081
H -5.75 -0.81 -2.13  0.081
H -5.12 0.60 -3.84  0.122

Computed properties:
**Total charge**: +1
**ΔE to the lowest compared entry with this formula, charge and spin**: 49.9 kJ/mol
**HOMO-LUMO gap**: 6.19 eV


No. 2
This record from the OMol25 dataset describes C38H47AsBHgN5OP2S2 as an isolated structure at a distorted geometry. The level of theory is ωB97M-V/def2-TZVPD.

Last column: Löwdin spin population.
Element x y z (Å)
Hg 1.53 0.28 -1.32  0.000
C 4.96 1.93 -1.32  0.000
N 5.18 0.63 -0.69  0.000
C 6.01 0.40 0.39  0.000
C 5.93 -0.92 0.65  0.000
N 5.07 -1.50 -0.26  0.000
B 4.86 -3.09 -0.19  0.000
N 3.96 -3.58 -1.35  0.000
C 4.48 -4.02 -2.56  0.000
C 3.46 -4.48 -3.31  0.000
N 2.31 -4.31 -2.55  0.000
C 0.98 -4.70 -2.98  0.000
C 2.62 -3.75 -1.34  0.000
S 1.51 -3.32 -0.13  0.000
C 4.61 -0.55 -1.06  0.000
S 3.47 -0.71 -2.37  0.000
H 5.49 2.68 -0.73  0.000
H 3.91 2.19 -1.34  0.000
H 5.36 1.93 -2.33  0.000
H 6.57 1.19 0.86  0.000
H 6.42 -1.51 1.41  0.000
H 4.36 -3.30 0.88  0.000
H 5.95 -3.61 -0.34  0.000
H 5.53 -3.98 -2.78  0.000
H 3.45 -4.90 -4.30  0.000
H 1.00 -5.72 -3.35  0.000
H 0.61 -4.04 -3.76  0.000
H 0.32 -4.65 -2.12  0.000
C -2.25 -1.64 -0.36  0.006
C -2.08 -0.21 -0.83  0.013
P -2.46 0.97 0.53  0.363
C -3.42 2.26 -0.35  0.118
C -2.97 2.80 -1.56  0.020
C -3.71 3.76 -2.22  0.007
C -4.92 4.19 -1.69  -0.002
C -5.39 3.66 -0.50  0.000
C -4.64 2.69 0.17  0.010
C -1.01 1.91 1.12  0.006
C -0.92 1.96 2.46  0.022
C 0.07 2.76 3.20  0.000
C 0.99 3.46 2.56  0.014
C 1.02 3.49 1.07  0.001
C -0.08 2.76 0.28  0.000
C -1.37 -1.89 0.85  0.026
P -1.95 -0.73 2.12  0.238
C -0.70 -0.43 3.35  0.031
C 0.66 -0.48 3.05  0.023
C 1.60 -0.12 4.00  -0.002
C 1.18 0.31 5.26  0.025
C -0.18 0.39 5.56  -0.002
C -1.12 0.03 4.61  0.021
C -3.35 -1.51 2.95  0.012
C -4.62 -0.95 2.88  0.007
C -5.68 -1.55 3.55  0.000
C -5.47 -2.70 4.29  0.001
C -4.20 -3.27 4.35  0.001
C -3.13 -2.68 3.70  0.007
H -2.04 -2.33 -1.17  0.000
H -3.30 -1.81 -0.06  0.001
H -2.78 -0.01 -1.65  -0.001
H -1.08 -0.01 -1.21  0.003
H -2.03 2.45 -2.00  0.001
H -3.36 4.17 -3.16  0.001
H -5.50 4.95 -2.20  0.000
H -6.33 3.98 -0.09  0.000
H -5.00 2.27 1.10  0.004
H -1.63 1.39 3.05  0.001
H 0.02 2.75 4.28  0.000
H 1.74 4.04 3.09  0.001
H 1.19 4.50 0.71  0.000
H -0.69 3.41 -0.35  0.000
H -0.32 -1.74 0.62  0.000
H -1.46 -2.91 1.25  0.009
H 1.01 -0.85 2.09  0.001
H 2.65 -0.19 3.77  -0.001
H 1.92 0.59 6.01  0.002
H -0.50 0.73 6.54  -0.001
H -2.17 0.09 4.85  0.001
H -4.78 -0.05 2.30  0.007
H -6.67 -1.10 3.51  0.000
H -6.29 -3.17 4.81  0.000
H -4.04 -4.17 4.93  0.000
H -2.14 -3.11 3.76  0.000
O 2.01 2.60 0.51  0.001
N 1.03 2.15 -0.50  0.001
C 0.31 2.95 -4.08  0.000
As 0.25 1.03 -3.81  0.001
C -1.50 0.62 -4.56  0.000
C 1.37 0.43 -5.28  0.000
H 0.11 3.18 -5.13  0.000
H 1.30 3.31 -3.81  0.000
H -0.42 3.44 -3.45  0.000
H -1.58 1.06 -5.55  0.000
H -2.29 1.01 -3.92  0.000
H -1.62 -0.46 -4.64  0.000
H 0.98 0.80 -6.23  0.000
H 1.40 -0.65 -5.31  0.000
H 2.38 0.80 -5.14  0.000

Computed properties:
**Total charge**: +1
**Spin multiplicity**: 2
**ΔE to the lowest compared entry with this formula, charge and spin**: 149.5 kJ/mol
**HOMO-LUMO gap (spin up / spin down)**: 6.52 / 5.54 eV
**⟨S²⟩**: 0.76


> The highest ΔE to the lowest compared entry with this formula, charge and spin belongs to which entry?

C38H47AsBHgN5OP2S2